1.
2 unconnected molecules or ions with the total composition C6H9NO3S, computed with ωB97M-V/def2-TZVPD.

Structure (XYZ):
```
20
Properties=species:S:1:pos:R:3:forces:R:3:nbo_charge:R:1
C -1.39524 -2.91080 -1.54575 -0.371 0.257 -0.432 0.50
C -1.21000 1.14902 -1.35127 0.378 2.481 -1.805 0.75
C 0.55901 -0.28444 -0.41889 -1.654 -0.061 -0.534 -0.21
C -0.74455 0.11901 -0.41888 1.308 -0.336 -0.111 0.01
C 2.53777 0.88710 1.64369 -3.498 3.573 0.360 -0.73
C 0.98411 -1.30167 0.64906 0.220 -0.437 -3.722 -0.64
N -1.69117 -0.32981 0.46138 -0.899 -0.188 1.562 -0.82
O -2.47520 1.65166 -1.15034 0.005 -1.282 1.022 -0.72
O -2.09092 -2.52354 -2.34669 0.376 -0.235 0.439 -0.50
O -0.53363 1.66116 -2.22203 -0.108 -0.762 0.408 -0.59
S 1.09163 -0.19232 2.00787 1.316 0.017 2.740 0.21
H 1.21585 0.28945 -1.06474 0.160 -0.536 0.001 0.24
H 3.46215 0.44829 1.64453 2.132 -1.341 -0.069 0.21
H 2.52886 1.78002 2.41322 -0.098 -2.115 -1.041 0.24
H 2.29168 1.45542 0.71641 0.573 -0.710 0.335 0.22
H 1.85665 -1.92290 0.24676 -0.617 1.148 1.185 0.24
H 0.16551 -2.06790 0.67497 0.499 0.859 0.823 0.27
H -1.34473 -0.53769 1.42893 -0.517 0.457 -1.399 0.39
H -2.47099 0.33405 0.45105 0.176 -0.705 0.437 0.40
H -2.73677 2.29591 -1.81930 0.621 -0.081 -0.198 0.51
```
Positions in Å, forces in eV/Å.

energy above the lowest of the compared OMol25 structures with the same formula, charge and spin	32.3	kcal per mole
LUMO energy	0.01980	Eh
frontier orbital gap	0.3134	hartree
spin multiplicity	1
E_HOMO	-0.294	hartree

=====

2.
CH4ClN3 in the gas phase, computed with ωB97M-V/def2-TZVPD.

Structure (XYZ):
```
9
Properties=species:S:1:pos:R:3:forces:R:3:nbo_charge:R:1
C 0.32017 -0.70348 -0.47963 2.338 -0.792 -1.587 -0.09
N 1.02013 0.17080 0.43294 -0.205 1.987 2.047 -0.47
N 0.04040 1.24480 -0.04286 -0.214 -1.618 -0.903 -0.32
N -0.81697 0.20202 -0.63724 0.791 0.985 -1.355 -0.28
Cl -2.17935 -0.22053 0.33413 -0.399 -0.352 0.795 0.04
H 1.00343 -0.82060 -1.44317 -1.886 0.659 1.488 0.20
H 0.22541 -1.71247 -0.12396 -0.830 -0.363 0.259 0.21
H 0.91618 -0.06769 1.45730 -0.423 0.251 -1.436 0.35
H -0.52941 1.90716 0.50250 0.829 -0.757 0.691 0.37
```
Positions in Å, forces in eV/Å.

energy above the lowest of the compared OMol25 structures with the same formula, charge and spin	82.3	kcal per mole
LUMO energy	0.03428	Eh
structure (SMILES)	ClN1CNN1
frontier orbital gap	0.3691	hartree
spin multiplicity	1
E_HOMO	-0.335	hartree

=====

3.
2 unconnected molecules or ions with the total composition C3H3N4O, computed with ωB97M-V/def2-TZVPD.

Structure (XYZ):
```
11
Properties=species:S:1:pos:R:3:forces:R:3:nbo_charge:R:1
C -0.89724 2.51750 -0.62287 0.972 0.001 0.307 0.13
C -0.36850 1.29969 -0.14934 -2.642 2.231 -0.803 0.40
C 0.75302 -1.89163 0.31844 -1.109 -5.135 2.700 0.54
N 0.24193 2.13068 -1.08388 0.421 -0.117 -0.091 -0.17
N 0.76508 -2.79150 1.12210 -0.203 -0.082 0.077 -0.45
N -0.52046 0.22022 0.41553 1.075 -2.750 1.194 -0.56
N 1.06226 -0.84304 -0.14554 1.197 5.867 -3.541 0.17
O 1.51777 -0.31595 -1.13289 -0.033 -0.324 0.769 -0.21
H -1.49027 3.42503 -0.72085 -0.143 -0.355 0.086 0.28
H 0.16893 -3.58760 0.92938 -0.080 -0.416 0.049 0.42
H -1.23252 -0.16339 1.06993 0.545 1.082 -0.747 0.45
```
Positions in Å, forces in eV/Å.

charge	+1
energy above the lowest of the compared OMol25 structures with the same formula, charge and spin	116.3	kcal per mole
LUMO energy (spin up / spin down)	-0.24853 / -0.24856	Eh
frontier orbital gap (spin up / spin down)	0.2881 / 0.2881	hartree
spin multiplicity	1
E_HOMO (spin up / spin down)	-0.537 / -0.537	hartree

=====

4.
A gas-phase ion, C9H22N2S (charge +2), computed with ωB97M-V/def2-TZVPD.

Structure (XYZ):
```
34
Properties=species:S:1:pos:R:3:forces:R:3:nbo_charge:R:1
C 1.10793 3.27107 1.41001 0.601 -0.183 -0.897 -0.94
C -0.13531 -1.37928 -0.99624 0.730 2.988 3.553 -0.40
C -1.81357 -0.18263 0.40763 -1.807 -0.537 -0.971 -0.42
C 1.01178 -0.29222 -0.50394 -1.529 -1.755 0.080 -0.23
C -0.65923 0.60345 0.94296 0.217 2.418 1.439 -0.26
C -1.23510 -1.55126 0.08903 1.770 0.263 -0.371 -0.06
C -2.27461 -3.90188 0.38266 1.706 -1.965 1.745 -0.46
C 2.97193 1.43816 0.27710 0.170 -1.325 1.085 -0.80
C 1.34980 3.04588 -1.47132 -1.525 0.002 -2.299 -0.86
N 0.27905 0.96196 -0.12063 1.671 -0.757 -0.409 -0.64
N -2.14528 -2.61006 -0.33041 -5.187 0.599 0.145 -0.50
S 1.40084 2.35226 0.13438 0.358 -1.782 1.162 1.54
H 0.79215 4.24961 1.15575 -0.579 0.741 0.088 0.28
H 1.81028 3.10320 2.20418 -0.128 -0.120 0.470 0.28
H -0.77703 -0.90525 -1.64938 -0.406 1.076 -2.768 0.21
H 0.37008 -2.20095 -1.37058 0.592 -1.925 -0.569 0.24
H -2.58441 -0.15524 1.21962 0.440 -0.550 -0.739 0.26
H -2.29567 0.15087 -0.54664 0.466 0.706 0.895 0.23
H 1.53052 -0.76812 0.42688 -0.785 0.697 -1.736 0.20
H 1.73035 -0.15424 -1.35164 -0.791 -0.114 0.846 0.23
H -1.05311 1.52208 1.43959 0.340 -0.355 -0.649 0.27
H -0.19148 0.07647 1.82090 -0.109 0.046 -0.875 0.20
H -0.89012 -1.77465 1.03157 1.251 -1.685 1.975 0.22
H -1.29079 -4.44387 0.24359 -1.191 0.512 0.040 0.24
H -2.44730 -3.88789 1.46493 0.279 1.022 -0.165 0.26
H -3.09771 -4.54735 0.07727 0.052 0.460 -0.957 0.27
H 3.22775 1.05806 -0.72709 -0.141 0.087 0.612 0.26
H 2.78095 0.51093 1.01760 0.779 2.540 -1.570 0.28
H 3.79022 2.13112 0.58682 -0.902 -0.465 0.083 0.30
H 1.47057 4.15629 -1.58092 -0.191 -1.056 0.695 0.32
H 0.35100 2.66506 -1.89852 1.404 0.945 0.591 0.30
H 2.12276 2.55879 -2.09920 -0.247 0.206 0.572 0.29
H -3.13007 -2.15544 -0.42728 1.614 -0.889 0.656 0.45
H -2.07720 -2.94494 -1.25868 1.075 0.154 -1.759 0.44
```
Positions in Å, forces in eV/Å.

charge	+2
energy above the lowest of the compared OMol25 structures with the same formula, charge and spin	2.4	kcal per mole
LUMO energy	-0.20878	Eh
structure (SMILES)	C=S(C)(C)=[N+]1CCC([NH2+]C)CC1
frontier orbital gap	0.3652	hartree
spin multiplicity	1
E_HOMO	-0.574	hartree

=====

5.
2 unconnected molecules or ions with the total composition C5H13NO, computed with ωB97M-V/def2-TZVPD.

Structure (XYZ):
```
20
Properties=species:S:1:pos:R:3:forces:R:3:nbo_charge:R:1
C 2.53562 0.78950 -0.08354 -1.218 2.371 0.199 -0.60
C 2.44609 2.33334 0.39155 -4.457 -4.119 -1.891 -0.59
H 3.52114 0.65947 -0.52542 -0.428 -0.469 -0.722 0.20
H 2.42427 0.12468 0.75569 0.131 -0.078 0.442 0.22
H 1.56042 0.64915 -0.65140 1.969 -0.288 -0.161 0.19
H 1.35155 2.41112 0.65414 1.341 0.345 0.909 0.19
H 2.49510 2.98327 -0.40853 0.618 1.239 -1.989 0.19
H 3.16745 2.52156 1.05218 2.299 1.059 3.132 0.20
C -1.12293 0.18765 -0.60674 -3.812 -1.703 -4.281 -0.49
C -2.62388 0.40618 -0.31442 0.709 -2.767 -0.600 -0.57
C -0.66861 -0.95904 0.09050 2.709 -3.788 1.356 0.68
O 0.13366 -0.75079 0.99730 -0.859 -1.032 -0.122 -0.61
N -0.95849 -2.34627 -0.27243 -0.750 3.756 0.036 -0.86
H -1.19459 -0.05317 -1.72025 0.831 0.371 1.090 0.21
H -0.45867 0.95688 -0.42516 0.837 1.816 0.433 0.24
H -3.21876 -0.59331 -0.50507 1.083 2.196 0.441 0.21
H -0.36039 -2.96937 0.16627 1.092 -1.227 0.985 0.39
H -1.49061 -2.70600 -1.04498 -0.028 0.555 -0.112 0.39
H -2.89374 1.17509 -0.95489 -1.246 1.331 -1.124 0.21
H -2.66078 0.72516 0.67188 -0.821 0.433 1.980 0.21
```
Positions in Å, forces in eV/Å.

energy above the lowest of the compared OMol25 structures with the same formula, charge and spin	43.7	kcal per mole
LUMO energy	0.03073	Eh
structure (SMILES)	CCC(N)=O.CC
frontier orbital gap	0.3941	hartree
spin multiplicity	1
E_HOMO	-0.363	hartree

=====

6.
2 unconnected molecules or ions with the total composition CH3NOS, computed with ωB97M-V/def2-TZVPD.

Structure (XYZ):
```
7
Properties=species:S:1:pos:R:3:forces:R:3:nbo_charge:R:1
C -0.95374 0.28482 -0.35176 -4.322 -1.460 1.338 0.47
H 1.81268 0.74386 1.22038 0.138 -1.983 -3.240 0.14
H -0.05211 -1.53879 0.50519 0.090 3.263 -4.146 0.39
H -0.80014 1.31360 -0.60324 -0.306 1.059 -0.214 0.14
N 0.12830 -0.46286 -0.57689 3.346 -5.377 5.003 -0.70
O -2.05990 -0.23169 0.00713 3.638 2.141 -1.061 -0.57
S 1.92491 -0.10892 -0.20081 -2.585 2.358 2.321 0.14
```
Positions in Å, forces in eV/Å.

energy above the lowest of the compared OMol25 structures with the same formula, charge and spin	109.8	kcal per mole
LUMO energy	-0.02261	Eh
frontier orbital gap	0.3429	hartree
spin multiplicity	1
E_HOMO	-0.366	hartree

=====

7.
C4H10O in the gas phase, computed with ωB97M-V/def2-TZVPD.

Structure (XYZ):
```
15
Properties=species:S:1:pos:R:3:forces:R:3:nbo_charge:R:1
C -2.21471 0.40012 0.61724 -0.035 0.031 0.035 -0.61
C -1.14940 -0.38452 -0.14455 0.061 -0.023 0.005 -0.41
C 0.25362 0.13314 0.13861 -0.241 0.144 0.090 -0.05
O 1.19362 -0.78341 -0.36890 -0.031 -0.009 -0.002 -0.54
C 2.50636 -0.31465 -0.20604 0.290 0.027 0.020 -0.25
H -2.18088 1.47076 0.37918 0.002 -0.181 0.027 0.20
H -3.21885 0.03555 0.37874 0.147 0.069 0.020 0.21
H -2.07196 0.29077 1.69862 -0.028 0.058 -0.145 0.20
H -1.34053 -0.34962 -1.22506 0.065 -0.005 0.194 0.20
H -1.18354 -1.44062 0.15170 0.017 0.161 -0.062 0.21
H 0.40643 0.25647 1.22852 -0.063 -0.049 -0.197 0.15
H 0.41116 1.12764 -0.31854 -0.098 -0.157 0.052 0.16
H 2.71893 0.53094 -0.88290 -0.035 -0.164 0.154 0.16
H 2.68383 0.01672 0.83199 0.011 -0.097 -0.215 0.16
H 3.17992 -1.14433 -0.43867 -0.063 0.193 0.025 0.19
```
Positions in Å, forces in eV/Å.

energy above the lowest of the compared OMol25 structures with the same formula, charge and spin	15.7	kcal per mole
LUMO energy	0.04303	Eh
structure (SMILES)	CCCOC
frontier orbital gap	0.4037	hartree
spin multiplicity	1
E_HOMO	-0.361	hartree

=====

8.
6 unconnected molecules or ions with the total composition C6H30BN2O5, computed with ωB97M-V/def2-TZVPD.

Structure (XYZ):
```
44
Properties=species:S:1:pos:R:3:forces:R:3:nbo_charge:R:1
N 20.03387 -7.73088 -3.01955 -0.375 -0.251 -0.490 -0.90
H 20.77118 -7.90639 -3.70480 0.163 -0.011 0.287 0.45
H 20.09471 -6.77455 -2.66847 -0.074 0.019 -0.060 0.45
H 20.07958 -8.38887 -2.24136 0.133 0.002 -0.065 0.45
H 19.11675 -7.86371 -3.54466 0.228 0.308 0.378 0.50
N 16.56136 -6.63482 -7.48271 0.575 -0.986 -0.034 -0.90
H 15.60344 -6.61100 -7.83020 -0.039 0.070 0.214 0.45
H 17.04014 -7.44592 -7.89913 -0.175 0.187 -0.185 0.45
H 16.64943 -6.83554 -6.44527 -0.371 0.527 -0.209 0.50
H 17.07316 -5.79292 -7.74247 -0.108 0.077 0.145 0.45
B 17.47948 -7.27521 -4.64143 0.310 0.096 0.417 -0.81
H 18.12290 -8.28091 -4.78023 0.265 -0.094 -0.208 -0.06
H 17.98081 -6.35527 -5.24695 0.162 -0.027 -0.289 -0.02
H 16.32230 -7.46850 -4.91244 -0.108 -0.170 -0.213 0.02
H 17.56925 -6.99605 -3.46941 -0.213 0.083 0.226 -0.01
C 14.63703 -9.38592 -1.93128 0.223 -0.166 -0.516 -0.63
C 16.11166 -9.67195 -2.12859 -0.038 -0.466 0.100 -0.05
O 16.37413 -11.01249 -1.68590 -0.075 0.365 0.159 -0.72
H 14.42046 -8.37374 -2.27270 -0.085 0.023 0.083 0.23
H 14.34187 -9.49680 -0.89090 0.062 0.001 0.050 0.22
H 14.07210 -10.09280 -2.54127 -0.136 0.045 0.119 0.21
H 16.69461 -8.92790 -1.56365 0.135 -0.176 -0.067 0.14
H 16.38157 -9.62773 -3.19226 -0.077 0.356 0.051 0.15
H 17.29967 -11.22410 -1.83183 0.000 -0.015 0.001 0.46
C 15.68769 -4.96115 -2.32211 0.635 -0.714 0.694 -0.10
C 16.28900 -3.89916 -3.21165 -1.465 0.788 0.023 -0.10
O 17.60151 -4.16078 -3.61106 0.580 -0.360 -0.364 -0.73
O 15.09923 -6.02379 -3.06588 -0.083 0.318 -0.037 -0.75
H 14.96538 -4.58716 -1.60023 -0.262 0.166 -0.301 0.20
H 16.49171 -5.41371 -1.71696 0.012 0.337 0.076 0.16
H 16.27182 -2.90706 -2.75948 0.273 -0.130 0.357 0.19
H 15.57189 -3.79151 -4.04488 0.379 -0.149 -0.213 0.16
H 17.63295 -5.05044 -3.99080 -0.002 0.261 0.024 0.48
H 15.84878 -6.49893 -3.44342 -0.345 -0.199 -0.007 0.49
C 16.84178 -12.03142 -7.25381 0.061 -0.650 -0.346 -0.09
C 16.91081 -11.27108 -5.96851 -0.140 0.279 -0.203 -0.09
O 18.04791 -10.40588 -6.02669 -0.152 -0.033 0.235 -0.75
O 16.49950 -11.16117 -8.33178 0.217 0.035 0.207 -0.73
H 16.11083 -12.84694 -7.18833 -0.086 0.176 0.178 0.18
H 17.81281 -12.52176 -7.40283 0.007 0.233 -0.178 0.17
H 16.98300 -11.98952 -5.14657 0.042 0.094 0.071 0.18
H 15.98878 -10.68817 -5.85560 0.047 -0.026 0.114 0.17
H 17.89745 -9.66923 -5.42020 -0.029 -0.252 -0.181 0.48
H 16.77914 -11.58315 -9.14846 -0.066 0.030 -0.044 0.48
```
Positions in Å, forces in eV/Å.

charge	+1
LUMO energy	-0.12291	Eh
frontier orbital gap	0.3304	hartree
spin multiplicity	1
E_HOMO	-0.453	hartree

=====

Energy
In order: -24834.402; -18089.989; -11151.742; -23484.210; -8932.114; -15454.046; -6357.123; -20593.461
Unit: eV
Max |F|
In order: 5.013; 2.935; 6.956; 5.224; 6.357; 8.071; 0.295; 1.664
Unit: eV Å⁻¹